Computed, not measured: an isolated molecule of C2H6N4OS in a non-equilibrium geometry, with the ωB97M-V functional and the def2-TZVPD basis.

Computed properties:
Relative energy (zero: lowest compared OMol25 entry of this formula, charge and spin) = 428.42 kJ/mol
LUMO = -0.02 eV
Kohn-Sham gap = 9.1 eV
Calculated total energy = -21010.8658 eV
M = 134.164 g/mol

Last column: natural (NBO) charge in e.
Positions of all 14 atoms, in Å:
C  -0.96164  0.10338  0.02874  0.324
C  1.85652  0.10389  -0.07897  0.509
H  -2.94909  1.23038  0.33999  0.406
H  -3.86784  -0.08128  -0.60369  0.364
H  -2.05272  -1.47728  0.65847  0.365
H  -0.00913  1.85613  -0.14058  0.417
H  3.52870  0.64852  1.15353  0.483
H  3.10045  -1.35579  0.31056  0.429
N  -3.39081  0.15528  0.31575  -0.676
N  -2.24950  -0.66057  -0.02318  -0.492
N  -0.95882  1.44782  0.06392  -0.733
N  2.96069  -0.24637  0.58067  -0.872
O  1.77483  1.31328  -0.43285  -0.637
S  0.50943  -1.09023  -0.28214  0.114

---

Computed, not measured: an isolated molecule of CH2O2S3 in a non-equilibrium geometry, with the ωB97M-V functional and the def2-TZVPD basis.

Computed properties:
Relative energy (zero: lowest compared OMol25 entry of this formula, charge and spin) = 35.17 kJ/mol
LUMO = 0.00 eV
Kohn-Sham gap = 8.7 eV
Calculated total energy = -37668.8424 eV
M = 142.226 g/mol

Last column: natural (NBO) charge in e.
Positions of all 8 atoms, in Å:
C  0.06045  0.00497  -0.03318  0.687
O  -0.73217  0.02489  0.81636  -0.555
O  0.39607  1.03252  -0.77204  -0.648
S  -0.69031  2.31010  -0.89755  0.310
S  0.61461  -2.83488  0.54170  -0.136
S  1.23603  -1.35060  -0.59765  0.049
H  -0.28975  2.99446  0.27092  0.121
H  -0.59492  -2.18147  0.67144  0.172

---

Computed, not measured: a cluster of 15 separate species, C47H80Cl2F3N17O30S in total in a non-equilibrium geometry, with the ωB97M-V functional and the def2-TZVPD basis.

Computed properties:
LUMO = -0.38 eV
Kohn-Sham gap = 7.6 eV
Calculated total energy = -180788.4826 eV
M = 1523.213 g/mol

Last column: Mulliken charge in e.
Positions of all 180 atoms, in Å:
C  -1.34931  -0.40997  -5.48329  -1.225
C  -2.22052  0.76305  -4.95700  1.753
C  -2.85101  1.45046  -6.16794  -1.884
C  -1.39190  1.79077  -4.16188  -1.041
C  -1.41008  1.58511  -2.63794  -1.664
C  -1.28151  0.11937  -2.27229  1.931
C  -0.02463  -0.48199  -2.38424  -1.692
C  0.12527  -1.82187  -2.05622  1.025
C  -0.93686  -2.57672  -1.59006  -0.750
C  -2.16256  -1.96491  -1.45698  -0.026
Cl  -3.46074  -2.91954  -0.78900  -0.166
C  -2.36280  -0.63315  -1.80958  -0.777
N  -3.64936  0.03774  -1.67639  0.546
C  -4.69422  -0.50946  -2.43137  0.465
O  -4.60550  -1.36539  -3.22075  -0.381
F  -5.82604  0.12649  -2.26112  -0.269
C  -3.98319  0.31109  -0.34388  0.566
O  -4.94665  0.00497  0.25078  -0.495
F  -3.03959  1.03499  0.22930  -0.056
S  1.75324  -2.49364  -2.22942  -0.530
C  2.67444  -1.11321  -1.57636  0.862
C  2.21136  0.13666  -1.94520  -1.232
C  2.85817  1.23468  -1.43095  -0.500
C  3.93062  1.11879  -0.56038  0.723
C  4.46053  2.43485  -0.03637  -1.276
C  3.53812  2.87008  1.12824  -0.166
C  4.14494  3.92101  2.05524  -1.178
C  4.75379  3.34791  3.32752  -0.437
N  3.79659  3.19786  4.41770  0.373
C  4.08948  2.47314  5.52908  -0.569
C  3.03749  2.44467  6.40645  -0.705
C  2.04017  3.24653  5.76113  -0.716
C  2.52716  3.69778  4.56867  -0.347
C  4.42775  -0.14977  -0.20811  0.542
C  5.61733  -0.30475  0.71970  -1.948
C  5.24476  -0.29653  2.22038  0.306
C  4.71842  -1.61298  2.75580  -1.038
F  3.43946  -1.86712  2.29191  -0.241
C  3.77590  -1.28017  -0.74319  0.513
C  4.22517  -2.69146  -0.44855  -1.744
C  5.05948  -3.21173  -1.65907  -0.872
C  4.77985  -4.67950  -1.99487  -0.516
Cl  4.96414  -4.96338  -3.75625  -0.223
N  1.08955  0.29383  -2.82062  0.487
H  -1.60271  -0.59773  -6.52210  0.517
H  -1.54747  -1.32168  -4.91945  0.170
H  -0.29265  -0.18211  -5.37080  0.163
H  -3.03635  0.36674  -4.35885  -0.499
H  -2.08907  1.84491  -6.84207  0.400
H  -3.47580  0.76206  -6.73300  0.482
H  -3.46493  2.30076  -5.86586  0.431
H  -0.36550  1.75179  -4.51203  0.126
H  -1.82351  2.77400  -4.35960  0.448
H  -2.31114  1.98183  -2.18013  0.856
H  -0.57008  2.07508  -2.14932  0.140
H  -0.78076  -3.60579  -1.30835  0.510
H  2.48709  2.21585  -1.70574  0.606
H  4.42965  3.18501  -0.81973  0.572
H  5.46790  2.34313  0.36269  0.332
H  3.16287  1.99518  1.65583  0.311
H  2.66316  3.33023  0.66318  0.397
H  4.91804  4.49349  1.55454  0.387
H  3.39673  4.65398  2.34786  0.609
H  5.16494  2.36259  3.12311  0.051
H  5.57817  3.97151  3.67336  0.362
H  5.05187  2.00001  5.64253  0.398
H  2.97537  1.94912  7.35432  0.571
H  1.06973  3.43438  6.19212  0.491
H  2.03274  4.32581  3.85432  0.385
H  6.27104  0.54380  0.53604  0.564
H  6.17875  -1.18173  0.41423  0.762
H  6.16566  -0.12796  2.77244  0.573
H  4.52581  0.49163  2.41330  -0.072
H  5.37238  -2.41662  2.42123  0.213
H  4.73487  -1.57964  3.84437  0.499
H  3.37053  -3.33890  -0.28647  0.735
H  4.89025  -2.69181  0.39939  -0.092
H  6.12758  -3.07136  -1.50074  0.499
H  4.79943  -2.61490  -2.53003  0.466
H  5.51358  -5.32272  -1.52074  0.412
H  3.78083  -4.95871  -1.67957  0.311
H  1.36443  -0.03030  -3.74711  0.462
C  -4.98531  -5.71486  1.49553  -0.350
N  -4.23390  -6.15183  2.70239  0.882
O  -4.49111  -5.61589  3.75765  -0.542
O  -3.40294  -7.02550  2.54522  -0.529
H  -5.68302  -4.93888  1.78640  0.281
H  -4.25764  -5.34060  0.78043  0.140
H  -5.50614  -6.58226  1.10495  0.147
C  -3.63334  2.49035  3.02169  -0.724
N  -4.32774  3.68250  3.58023  0.939
O  -4.39671  3.78402  4.78659  -0.551
O  -4.77891  4.47409  2.77911  -0.551
H  -3.28509  1.87773  3.84521  0.304
H  -4.35011  1.95145  2.40909  0.266
H  -2.80230  2.84881  2.42142  0.286
C  -0.66546  -0.52317  2.36039  -0.732
N  0.16836  -0.23109  1.16315  1.072
O  -0.02159  0.82157  0.58186  -0.483
O  0.98850  -1.06576  0.85544  -0.428
H  -1.34590  0.30639  2.51424  0.031
H  -1.20634  -1.44496  2.16206  0.369
H  0.01057  -0.63966  3.20411  0.264
C  -0.21371  -0.18984  6.76627  -0.825
N  1.06531  -0.17637  6.00578  0.754
O  2.05742  -0.57547  6.57364  -0.499
O  1.01769  0.23587  4.86432  -0.396
H  -0.01928  -0.58060  7.75781  0.307
H  -0.57452  0.83380  6.81127  0.303
H  -0.90874  -0.82450  6.22479  0.291
C  -1.78604  5.31475  -2.38471  -0.703
N  -0.62537  5.37044  -3.31272  1.059
O  0.42905  4.90666  -2.93520  -0.521
O  -0.81560  5.88659  -4.39724  -0.592
H  -1.47074  4.83339  -1.46598  0.276
H  -2.09938  6.33891  -2.20448  0.312
H  -2.56883  4.74294  -2.87523  0.221
C  -0.45338  -8.43150  2.79481  -0.689
N  0.62273  -8.61253  3.80353  0.961
O  0.94232  -7.66006  4.48198  -0.545
O  1.11955  -9.72190  3.88260  -0.554
H  -0.80354  -7.40787  2.83433  0.339
H  -0.02756  -8.66429  1.82403  0.243
H  -1.25238  -9.12243  3.04363  0.248
C  -1.57489  9.23656  -4.78384  -0.636
N  -1.61968  9.06372  -3.30817  0.978
O  -0.75091  9.57706  -2.63893  -0.564
O  -2.54246  8.40355  -2.86101  -0.591
H  -0.70804  9.83862  -5.03097  0.325
H  -1.50620  8.24738  -5.22322  0.240
H  -2.48966  9.72925  -5.07758  0.272
C  0.12596  -12.62983  1.42663  -0.708
N  0.68251  -11.49493  0.64145  0.909
O  -0.04768  -10.54781  0.42024  -0.538
O  1.83260  -11.59152  0.27809  -0.519
H  -0.90215  -12.40081  1.67988  0.300
H  0.18957  -13.51726  0.80446  0.294
H  0.73649  -12.73462  2.31824  0.268
C  -5.65088  7.65758  -5.34137  -0.704
N  -5.01139  8.30702  -6.51859  0.888
O  -5.70284  8.54093  -7.48493  -0.511
O  -3.82644  8.56079  -6.42405  -0.559
H  -6.69801  7.49501  -5.56709  0.320
H  -5.13253  6.71921  -5.16891  0.264
H  -5.52947  8.32695  -4.49488  0.278
C  2.24165  -9.57900  6.89194  -0.716
N  2.51703  -9.68802  8.35165  0.884
O  1.96327  -10.57530  8.96876  -0.530
O  3.28190  -8.87578  8.82835  -0.529
H  1.54966  -10.36346  6.61301  0.316
H  1.81501  -8.59861  6.70817  0.291
H  3.18699  -9.69024  6.37094  0.277
C  -8.40142  10.30663  -8.85690  -0.618
N  -9.35502  10.80768  -7.82943  0.857
O  -10.22261  11.57496  -8.18701  -0.530
O  -9.19351  10.40749  -6.69441  -0.529
H  -8.66325  10.74214  -9.81374  0.325
H  -7.40418  10.60544  -8.54939  0.239
H  -8.48872  9.22505  -8.88146  0.251
C  -8.45869  -6.67662  -1.48390  -0.750
N  -7.70625  -7.10761  -0.27384  0.822
O  -7.96225  -6.56170  0.78012  -0.493
O  -6.87686  -7.98083  -0.42327  -0.500
H  -9.15431  -5.89790  -1.19537  0.314
H  -7.73327  -6.30973  -2.20378  0.301
H  -8.98004  -7.54762  -1.86870  0.284
C  9.01024  -3.73686  2.67251  -0.780
N  8.16609  -2.58593  3.09451  0.813
O  7.89370  -2.48181  4.26965  -0.527
O  7.80115  -1.82131  2.22180  -0.416
H  9.25314  -4.32332  3.55039  0.315
H  8.43419  -4.31782  1.95845  0.285
H  9.90463  -3.33088  2.20997  0.291
C  2.98065  7.82766  -0.51134  -0.741
N  3.68768  7.49017  0.75587  0.910
O  3.33418  8.05244  1.76965  -0.535
O  4.57498  6.66415  0.68390  -0.510
H  2.22152  8.56947  -0.29393  0.319
H  3.72198  8.21477  -1.20344  0.285
H  2.53778  6.91150  -0.89139  0.255

---

Computed, not measured: a cluster of 2 separate species, C9H11O3 in total in a non-equilibrium geometry, with the ωB97M-V functional and the def2-TZVPD basis.

Computed properties:
Relative energy (zero: lowest compared OMol25 entry of this formula, charge and spin) = 164.66 kJ/mol
LUMO = 3.56 eV
Kohn-Sham gap = 7.6 eV
Net charge = -1
Calculated total energy = -15654.5937 eV
M = 167.184 g/mol

Last column: natural (NBO) charge in e.
Positions of all 23 atoms, in Å:
C  -3.74853  -2.92654  -0.09363  -0.723
C  -2.45513  -2.13367  0.11485  0.765
O  -1.64902  -2.37773  1.06267  -0.798
O  -2.20839  -1.25499  -0.71454  -0.759
H  -4.51149  -2.25888  -0.30922  0.206
H  -4.12940  -3.32176  0.87885  0.197
H  -3.62091  -3.60558  -0.92647  0.215
C  1.81927  3.27853  -0.90163  -0.622
C  1.01777  -0.52667  0.39676  0.332
C  0.13166  0.46593  0.73610  -0.296
C  2.40174  -0.20243  0.26912  -0.247
C  0.44206  1.79043  0.43903  -0.203
C  2.81771  1.11486  0.05283  -0.244
C  1.75945  2.08139  -0.07874  -0.070
O  0.80476  -1.80856  0.49008  -0.696
H  -0.22248  -1.91387  0.56467  0.518
H  -0.85540  0.10379  0.91375  0.248
H  3.21752  -0.92393  0.45458  0.199
H  -0.30150  2.53999  0.22253  0.193
H  3.75464  1.22286  -0.25074  0.184
H  0.97471  3.99137  -0.71752  0.201
H  1.82073  2.98034  -1.99579  0.200
H  2.74023  3.68510  -0.60754  0.201